#w
{
  "formula": "C16H27BF2MnN9OS",
  "method": "ωB97M-V/def2-TZVPD",
  "elements": ["Mn", "N", "C", "C", "C", "N", "C", "C", "N", "C", "H", "H", "H", "H", "H", "H", "H", "H", "H", "H", "H", "H", "H", "H", "H", "H", "N", "C", "C", "C", "N", "C", "N", "C", "S", "C", "O", "H", "H", "H", "H", "H", "H", "F", "B", "F", "N", "C", "C", "N", "C", "C", "N", "H", "H", "H", "H", "H"],
  "coordinates": [[-0.6452, -0.1271, 0.4030], [0.9772, 2.5445, -0.8403], [1.4726, 2.7016, -2.2395], [2.8633, 2.0575, -2.3284], [2.8003, 0.5324, -2.0984], [2.3927, 0.2575, -0.7053], [1.8241, -0.1013, -3.0950], [0.4174, 0.5152, -3.1401], [-0.4394, 0.0571, -2.0144], [0.5170, 2.0467, -3.2403], [1.3392, 3.2658, -0.2212], [1.3915, 1.5518, -0.5157], [-0.0429, 2.5193, -0.7638], [1.5342, 3.7684, -2.4577], [3.5342, 2.5205, -1.5989], [3.2808, 2.2435, -3.3177], [3.7879, 0.1066, -2.2976], [3.1527, 0.4389, -0.0565], [2.0945, -0.7040, -0.5573], [1.7423, -1.1729, -2.8908], [2.2592, 0.0101, -4.0893], [-0.0459, 0.1693, -4.0697], [-0.5309, -0.9546, -2.0921], [-1.3707, 0.4311, -2.1790], [-0.4748, 2.5007, -3.1538], [0.8943, 2.2770, -4.2374], [0.5066, 0.8455, 1.8345], [0.7925, 1.5089, 2.7498], [1.1262, 2.2716, 3.8459], [2.1191, 1.8093, 4.7407], [2.9416, 1.3854, 5.4267], [0.4737, 3.5077, 3.9742], [-0.0850, 4.5157, 3.9695], [1.0023, -2.2797, 3.4374], [0.8438, -3.0109, 1.7924], [2.5316, -3.6559, 1.6803], [0.8534, -1.8484, 0.8212], [1.0950, -3.0953, 4.1540], [0.0914, -1.7186, 3.6376], [1.8696, -1.6243, 3.4895], [2.6368, -4.4807, 2.3834], [3.2463, -2.8672, 1.9051], [2.6667, -4.0218, 0.6650], [-1.7669, -2.1034, -0.1831], [-1.9651, -1.5927, 1.1153], [-2.1744, -2.6257, 1.9223], [-3.4756, 4.5553, 1.8729], [-3.3899, 3.4997, 1.0571], [-2.1588, 2.8200, 0.8352], [-2.0736, 1.7684, 0.0300], [-3.2047, 1.3996, -0.6026], [-4.3829, 2.0946, -0.4223], [-4.4911, 3.1241, 0.3951], [-2.7071, 4.7944, 2.4896], [-4.3856, 4.9556, 2.0245], [-1.2641, 3.1614, 1.3362], [-3.1607, 0.5417, -1.2598], [-5.2744, 1.8169, -0.9718]],
  "mulliken_charge": [1.31, 0.14, 0.14, -1.17, 0.21, -0.37, -1.48, -0.05, -0.40, -1.31, 0.46, 0.16, 0.06, 0.28, 0.39, 0.52, 0.29, 0.29, 0.07, 0.47, 0.49, 0.48, 0.32, 0.08, 0.46, 0.49, -0.27, 0.41, -0.01, -0.03, -0.48, 0.15, -0.52, -0.91, 0.42, -1.01, -0.66, 0.49, 0.27, 0.28, 0.43, 0.30, 0.37, -0.33, 0.01, -0.19, -0.39, 0.27, 0.00, 0.31, -0.48, -0.63, -0.57, 0.21, 0.27, 0.09, 0.49, 0.38],
  "homo_energy_ev": [-10.4694, -10.4216],
  "charge": 1,
  "spin_multiplicity": 2,
  "orbital_gap_ha": [0.2792, 0.2802]
}

***

#x
{
  "formula": "C16H27BF2MnN9OS",
  "method": "ωB97M-V/def2-TZVPD",
  "elements": ["Mn", "N", "C", "C", "C", "N", "C", "C", "N", "C", "H", "H", "H", "H", "H", "H", "H", "H", "H", "H", "H", "H", "H", "H", "H", "H", "N", "C", "C", "C", "N", "C", "N", "C", "S", "C", "O", "H", "H", "H", "H", "H", "H", "F", "B", "F", "N", "C", "C", "N", "C", "C", "N", "H", "H", "H", "H", "H"],
  "coordinates": [[-0.3111, 0.2533, 0.2347], [0.4526, 1.3751, 3.2524], [1.8920, 1.7894, 3.3921], [1.9748, 3.3132, 3.2845], [1.6333, 3.8131, 1.8731], [0.2071, 3.5476, 1.6100], [2.5491, 3.1464, 0.8493], [2.7089, 1.6247, 0.9213], [1.7068, 0.8879, 0.0852], [2.7751, 1.0996, 2.3582], [-0.0591, 1.5415, 4.1171], [0.3445, 0.3870, 2.9795], [0.0479, 2.0115, 2.4923], [2.2127, 1.4621, 4.3806], [2.9916, 3.6121, 3.5456], [1.3161, 3.7847, 4.0197], [1.8420, 4.8856, 1.8275], [-0.0374, 3.5402, 0.6233], [-0.3711, 4.2662, 2.0348], [3.5438, 3.5685, 1.0128], [2.2653, 3.4483, -0.1632], [3.6790, 1.3948, 0.4758], [2.1454, -0.0236, -0.0879], [1.7067, 1.3403, -0.8268], [3.7995, 1.2497, 2.7066], [2.6197, 0.0184, 2.3709], [0.1799, -1.1435, 1.7071], [0.7775, -2.1055, 1.4165], [1.6869, -3.0388, 0.9844], [1.3096, -4.3547, 0.6321], [1.0114, -5.4278, 0.3357], [2.9127, -2.4294, 0.6149], [3.8176, -1.7641, 0.3437], [-1.9714, -4.9485, -1.4505], [-1.5111, -3.6064, -2.5249], [0.1555, -4.0704, -2.9197], [-1.2552, -2.3943, -1.5518], [-2.0883, -5.8327, -2.0783], [-2.9278, -4.6748, -1.0103], [-1.2050, -5.1068, -0.6922], [0.0978, -4.9646, -3.5410], [0.7083, -4.2782, -2.0071], [0.5891, -3.2537, -3.4923], [-3.1722, -2.2969, -0.1537], [-2.5278, -1.5984, -1.1499], [-3.2921, -1.4336, -2.2849], [-1.6625, 2.8738, -2.4674], [-1.7205, 2.0871, -1.3651], [-1.2706, 0.6867, -1.4412], [-2.0079, -0.2533, -0.6057], [-2.3904, 0.3055, 0.6084], [-2.0830, 1.6301, 0.8133], [-2.0361, 2.5920, -0.2148], [-1.6567, 2.4399, -3.3732], [-2.0766, 3.7893, -2.4017], [-1.0850, 0.2889, -2.4347], [-2.7549, -0.3803, 1.3587], [-2.2333, 2.0323, 1.8074]],
  "mulliken_charge": [0.46, 0.20, -0.10, -1.30, 0.20, -0.58, -1.47, 0.21, -0.42, -1.04, 0.47, 0.31, 0.02, 0.39, 0.51, 0.43, 0.30, 0.13, 0.28, 0.47, 0.42, 0.39, 0.13, 0.36, 0.48, 0.30, -0.73, 0.43, 0.14, -0.01, -0.56, 0.20, -0.53, -0.82, 0.35, -0.77, -0.29, 0.45, 0.31, 0.21, 0.44, 0.15, 0.34, -0.32, 0.36, -0.29, -0.44, 0.09, 0.01, 0.20, -0.29, -0.71, -0.82, 0.23, 0.28, 0.63, 0.63, 0.57],
  "homo_energy_ev": [-10.1174, -10.2992],
  "charge": 1,
  "spin_multiplicity": 2,
  "orbital_gap_ha": [0.2847, 0.2916]
}

***

Most stable pick: #x. Distance to second place: 62.3 kcal/mol.

***

#w
{
  "formula": "C5H11N2O",
  "method": "ωB97M-V/def2-TZVPD",
  "elements": ["C", "C", "C", "C", "C", "N", "N", "O", "H", "H", "H", "H", "H", "H", "H", "H", "H", "H", "H"],
  "coordinates": [[2.4290, -1.5096, -0.9532], [2.6313, 0.6295, 0.1459], [-1.1613, 0.0087, 1.3976], [-1.2235, -0.5846, -1.0371], [-0.1418, 1.4358, -0.2693], [2.5881, -0.5586, -0.1265], [-0.8170, 0.3895, 0.0371], [3.5297, 1.3574, 0.8462], [2.5011, -1.2136, -2.0516], [2.1497, -2.4632, -0.4962], [-0.2556, -0.3873, 1.9477], [-1.6421, 0.8342, 1.9346], [-1.8932, -0.7805, 1.3131], [-1.5219, -1.5053, -0.5404], [-1.9952, -0.0819, -1.5895], [-0.4055, -0.7388, -1.6955], [-0.0724, 1.7047, -1.3568], [-0.0082, 2.0626, 0.6690], [3.3042, 2.3298, 0.9594]],
  "mulliken_charge": [-0.49, -0.09, -0.95, -0.96, -0.25, 0.10, 0.20, -0.43, 0.33, 0.33, 0.33, 0.39, 0.37, 0.37, 0.37, 0.34, 0.32, 0.32, 0.39],
  "homo_energy_ev": -11.6688,
  "charge": 1,
  "spin_multiplicity": 1,
  "orbital_gap_ha": 0.2692
}

***

#x
{
  "formula": "C5H11N2O",
  "method": "ωB97M-V/def2-TZVPD",
  "elements": ["C", "C", "C", "C", "C", "N", "N", "O", "H", "H", "H", "H", "H", "H", "H", "H", "H", "H", "H"],
  "coordinates": [[1.6230, 0.6202, 0.0807], [0.3224, 1.2327, 0.6691], [-1.2939, -0.4839, 0.1369], [-2.3791, -0.9374, -0.7622], [2.3216, -1.5666, 0.3270], [1.3940, -0.7520, 0.1193], [-0.8611, 0.7146, -0.0177], [-1.3270, 1.5331, -1.0202], [1.6517, 1.1372, -0.8398], [2.4436, 0.8958, 0.6065], [0.2250, 0.9174, 1.6478], [0.1709, 2.3405, 0.8574], [-0.7645, -0.9417, 1.0346], [-3.1423, -1.1925, -0.1845], [-1.9541, -1.7639, -1.2495], [-2.7426, -0.1796, -1.5173], [-1.3683, 2.4188, -0.6251], [3.4384, -1.4191, 0.4434], [2.2421, -2.5735, 0.2936]],
  "mulliken_charge": [-0.76, -0.99, 0.34, -1.24, -0.27, -0.22, 0.35, -0.39, 0.32, 0.52, 0.46, 0.53, 0.37, 0.41, 0.35, 0.32, 0.40, 0.19, 0.30],
  "homo_energy_ev": -13.9672,
  "charge": 1,
  "spin_multiplicity": 1,
  "orbital_gap_ha": 0.3750
}

***

Most stable pick: #x. Distance to second place: 3.7 kcal/mol.

***

#w
{
  "formula": "C5H5NOS",
  "method": "ωB97M-V/def2-TZVPD",
  "elements": ["C", "C", "C", "C", "C", "N", "O", "S", "H", "H", "H", "H", "H"],
  "coordinates": [[0.8215, -1.4500, 0.1535], [1.8294, 1.2601, 0.5053], [2.4810, 0.0417, 0.4971], [0.1836, -0.2425, -0.6658], [0.4470, 1.1418, 0.0151], [1.9192, -1.2133, 0.6937], [4.6559, -0.5908, -0.9264], [4.1657, 0.4469, 0.0175], [0.5039, -2.5543, 0.2411], [0.6918, -0.1827, -1.5871], [-0.8127, -0.4607, -0.8697], [-0.1688, 1.3767, 0.9390], [0.2504, 1.8912, -0.6815]],
  "mulliken_charge": [0.00, -0.55, 0.51, -0.85, -0.27, -0.48, -0.45, 0.36, 0.34, 0.35, 0.40, 0.28, 0.38],
  "homo_energy_ev": [-8.5408, -9.0031],
  "charge": 0,
  "spin_multiplicity": 1,
  "orbital_gap_ha": [0.2607, 0.2885]
}

***

#x
{
  "formula": "C5H5NOS",
  "method": "ωB97M-V/def2-TZVPD",
  "elements": ["C", "C", "C", "C", "C", "H", "H", "H", "H", "H", "N", "O", "S"],
  "coordinates": [[-0.1655, -1.1348, 0.8075], [-0.0585, 0.2162, -0.1330], [1.3341, 0.1505, -0.8735], [-0.3018, 1.5672, 0.5446], [-0.8852, -0.1201, -1.2298], [0.5187, -1.2331, 1.6788], [-1.3085, -1.0602, 0.9884], [-0.0013, -2.1130, 0.1419], [2.0181, 0.5169, -0.1902], [-0.9364, 2.2640, 0.0164], [-1.8378, -0.7437, -1.7498], [1.4824, -0.4105, -1.9731], [0.1417, 2.1006, 1.9718]],
  "mulliken_charge": [-1.11, 1.20, -0.10, -0.52, -0.06, 0.35, 0.34, 0.33, 0.43, 0.32, -0.53, -0.46, -0.19],
  "homo_energy_ev": -9.6513,
  "charge": 0,
  "spin_multiplicity": 1,
  "orbital_gap_ha": 0.3103
}

***

Most stable pick: #x. Distance to second place: 35.2 kcal/mol.

***

#w
{
  "formula": "C5H10N4O2",
  "method": "ωB97M-V/def2-TZVPD",
  "elements": ["C", "C", "C", "C", "C", "N", "N", "N", "N", "O", "O", "H", "H", "H", "H", "H", "H", "H", "H", "H", "H"],
  "coordinates": [[3.4513, -0.5925, -0.5679], [0.5724, -0.7054, 0.1754], [2.2878, -0.0074, -0.0010], [-1.6775, 0.0002, 0.2287], [-2.2746, 1.4204, 0.2230], [4.4572, 0.2460, -0.3164], [2.7118, 1.0866, 0.5958], [-0.3244, 0.1664, 0.2554], [0.6234, -2.0143, 0.1996], [3.9417, 1.3220, 0.2738], [-1.2649, 2.1770, -0.3450], [3.5868, -1.5674, -1.1195], [-1.9536, -0.5057, 1.2374], [-2.0027, -0.6779, -0.6151], [-2.5184, 1.6194, 1.2761], [-3.3091, 1.5723, -0.1541], [5.2206, 0.2994, -0.8915], [-0.1895, 1.2433, 0.0438], [1.4777, -2.5609, 0.3729], [-0.1730, -2.6390, 0.2146], [-1.3070, 3.1278, -0.2981]],
  "mulliken_charge": [-0.18, 0.84, 0.08, -0.72, -0.45, 0.14, -0.13, -0.04, -0.38, 0.03, -0.54, 0.39, 0.36, 0.39, 0.29, 0.39, 0.30, 0.37, 0.24, 0.26, 0.34],
  "homo_energy_ev": -17.7843,
  "charge": 2,
  "spin_multiplicity": 1,
  "orbital_gap_ha": 0.3085
}

***

#x
{
  "formula": "C5H10N4O2",
  "method": "ωB97M-V/def2-TZVPD",
  "elements": ["C", "C", "C", "C", "C", "N", "N", "N", "N", "O", "O", "H", "H", "H", "H", "H", "H", "H", "H", "H", "H"],
  "coordinates": [[-2.0170, -0.1367, -1.0007], [2.1656, -0.2082, 0.6947], [-0.8261, 1.6212, -0.2462], [0.1867, 0.0016, 1.7229], [-0.0465, 0.1848, 0.2068], [-0.9765, -0.7399, -0.4034], [1.3013, 0.0716, -0.2951], [3.4445, -0.4270, 0.5746], [-3.0094, -0.7287, -1.6043], [-1.9692, 1.1623, -0.9368], [1.5820, -0.2581, 1.8567], [-1.1296, 2.2031, 0.6254], [-0.1997, 2.2126, -0.9164], [-0.0519, 0.8944, 2.3117], [-0.3634, -0.8459, 2.1451], [-0.8685, -1.7432, -0.3503], [1.5502, 0.1685, -1.2681], [3.9341, -0.4080, -0.3092], [3.9917, -0.6348, 1.4036], [-3.1062, -1.7322, -1.6702], [-3.7419, -0.1630, -2.0207]],
  "mulliken_charge": [0.57, 0.56, -0.44, -0.50, 0.72, -0.26, -0.23, -0.30, -0.30, -0.35, -0.35, 0.33, 0.32, 0.31, 0.33, 0.26, 0.27, 0.24, 0.29, 0.23, 0.29],
  "homo_energy_ev": -19.0272,
  "charge": 2,
  "spin_multiplicity": 1,
  "orbital_gap_ha": 0.4662
}

***

Most stable pick: #x. Distance to second place: 169.5 kcal/mol.

***

#w
{
  "formula": "C3H5N3OS",
  "method": "ωB97M-V/def2-TZVPD",
  "elements": ["C", "C", "C", "H", "H", "H", "H", "H", "N", "N", "N", "O", "S"],
  "coordinates": [[-0.5472, -0.7855, 0.8075], [-0.8723, 1.7568, 0.2227], [1.3044, 0.4955, -0.1154], [-2.5942, -2.3700, -1.1056], [-1.8714, -0.7699, -1.3573], [0.0524, -0.8941, 1.6503], [-1.8075, 1.4568, 0.6225], [1.4478, 1.3785, -0.5851], [-2.3189, -1.3168, -0.6791], [-1.5339, -1.5544, 0.4235], [-0.1513, 0.4157, 0.1805], [-0.4763, 2.8555, -0.2082], [2.3314, -0.8286, -0.1576]],
  "mulliken_charge": [-0.09, 0.10, -0.32, 0.30, 0.23, 0.56, 0.40, 0.37, -0.45, -0.35, -0.08, -0.50, -0.19],
  "homo_energy_ev": -9.2243,
  "charge": 0,
  "spin_multiplicity": 1,
  "orbital_gap_ha": 0.3095
}

***

#x
{
  "formula": "C3H5N3OS",
  "method": "ωB97M-V/def2-TZVPD",
  "elements": ["C", "C", "C", "H", "H", "H", "H", "H", "N", "N", "N", "O", "S"],
  "coordinates": [[1.3217, 0.0343, 0.0549], [-0.7190, -1.0951, 0.0268], [-3.5613, 0.6522, 0.3684], [1.2143, 2.1692, -0.4564], [-0.2755, 1.1050, -0.1103], [-1.2408, -2.1578, 0.2999], [-3.2222, 1.7607, 1.0624], [-4.6299, 0.6050, -0.0622], [0.6691, 1.2604, -0.1515], [-1.4353, -0.0989, -0.1811], [-2.8112, -0.2915, -0.3954], [0.6138, -1.1187, 0.1151], [2.8773, 0.1144, 0.0463]],
  "mulliken_charge": [0.26, 0.17, -0.24, 0.26, 0.36, 0.32, 0.23, 0.27, -0.29, 0.02, -0.70, -0.24, -0.44],
  "homo_energy_ev": -8.5926,
  "charge": 0,
  "spin_multiplicity": 1,
  "orbital_gap_ha": 0.3007
}

***

Most stable pick: #w. Distance to second place: 37.2 kcal/mol.

***

#w
{
  "formula": "C3H10NS",
  "method": "ωB97M-V/def2-TZVPD",
  "elements": ["C", "N", "H", "H", "H", "H", "C", "S", "C", "H", "H", "H", "H", "H", "H"],
  "coordinates": [[-1.5159, 0.4148, 1.0757], [-2.4525, 1.0196, 0.2333], [-1.6997, -0.6296, 1.2686], [-0.9850, 0.7591, 1.9702], [-2.7551, 0.3204, -0.4444], [-3.1447, 1.6668, 0.6722], [1.2213, -1.6494, 0.2706], [0.3600, 0.3486, 0.2223], [1.6577, 0.8571, -1.4345], [0.3546, -2.2482, 0.6058], [1.5976, -1.7424, -0.7289], [2.0164, -1.7759, 0.9826], [1.0603, 0.8458, -2.3342], [2.3171, 0.0052, -1.2457], [1.9679, 1.8080, -1.1135]],
  "mulliken_charge": [-0.35, -0.47, 0.32, 0.43, 0.27, 0.27, -0.82, 0.06, -0.70, 0.33, 0.36, 0.32, 0.30, 0.33, 0.35],
  "homo_energy_ev": -13.8062,
  "charge": 1,
  "spin_multiplicity": 1,
  "orbital_gap_ha": 0.3158
}

***

#x
{
  "formula": "C3H10NS",
  "method": "ωB97M-V/def2-TZVPD",
  "elements": ["C", "C", "C", "N", "S", "H", "H", "H", "H", "H", "H", "H", "H", "H", "H"],
  "coordinates": [[-1.3721, -0.9495, 0.5289], [-0.2808, 0.8890, -0.4365], [1.5150, 0.7046, 0.5544], [-0.7518, -0.4516, -0.6598], [2.1084, -0.7827, -0.2400], [-2.2948, -0.5362, 0.8859], [-1.8392, -1.9840, 0.2589], [-0.7836, -0.8393, 1.4412], [-0.0675, 1.6326, -1.2859], [-0.5751, 1.5513, 0.4737], [1.9974, 1.6384, 0.5349], [1.0480, 0.5655, 1.4720], [0.2538, -0.9829, -0.7808], [-1.4500, -0.3479, -1.4491], [2.4924, -0.1074, -1.2976]],
  "mulliken_charge": [-0.85, -0.78, -0.71, 0.08, -0.22, 0.39, 0.34, 0.31, 0.34, 0.29, 0.46, 0.47, 0.29, 0.38, 0.21],
  "homo_energy_ev": -13.7969,
  "charge": 1,
  "spin_multiplicity": 1,
  "orbital_gap_ha": 0.3923
}

***

Most stable pick: #x. Distance to second place: 9.3 kcal/mol.